w) The ion C5H9N2 with charge +1, computed with ωB97M-V/def2-TZVPD.

Output
- Structure (SMILES): C[C@H]1N=CC=[N+]1C
- Molar mass: 97.14 g mol⁻¹
- Net charge: +1

Geometry (Å):
C 1.72743 0.67493 -0.40151
C 0.39907 0.97969 0.23294
N -0.51643 1.72923 -0.39252
C -1.60181 1.16166 -0.68048
C -1.62914 -0.20479 -0.21165
N -0.53292 -0.55344 0.31562
C -0.01771 -1.80547 0.59227
H 1.61009 0.67739 -1.58388
H 2.17411 -0.29045 0.00703
H 2.29556 1.58909 -0.08645
H 0.59052 1.32332 1.31566
H -2.47652 1.69926 -0.96170
H -2.64237 -0.83257 -0.23767
H 0.57909 -1.70404 1.49343
H 0.82919 -1.92446 -0.08205
H -0.78817 -2.51936 0.68095


x) A cluster of 2 separate species, C5H9N2 in total, computed with ωB97M-V/def2-TZVPD.

Output
- Molar mass: 97.14 g mol⁻¹
- Net charge: +1

Geometry (Å):
C 0.33850 2.47324 -2.39420
C 1.12944 -0.38667 2.51258
C 0.64757 2.46962 -1.24315
C 0.37573 -0.65565 1.46139
C -0.18439 -1.07602 0.37260
N -0.64014 -2.36169 0.04258
N -0.77575 0.08415 -0.46356
H 0.13027 2.72046 -3.31875
H -0.02079 0.64421 -0.98584
H 2.18761 -0.53478 2.75372
H 0.56423 0.09897 3.31299
H 1.03120 2.58900 -0.26108
H -0.76111 -2.85734 0.93716
H -0.06340 -2.87112 -0.62562
H -1.61348 -0.35482 -1.03476
H -1.17720 0.92247 0.06955


y) The ion C5H9N2 with charge +1, computed with ωB97M-V/def2-TZVPD.

Output
- Molar mass: 97.14 g mol⁻¹
- Net charge: +1

Geometry (Å):
C -0.55683 0.49400 0.74241
C 1.77249 0.21276 0.36581
C -1.68267 1.29645 0.14497
C 3.14732 0.03298 -0.20535
C -2.37135 -1.29647 -0.11461
N 0.62840 0.52690 -0.08617
N -1.76955 -0.03241 0.27897
H -0.23591 0.60130 1.85728
H -2.16704 2.17618 -0.18301
H 3.82298 0.31174 0.52030
H 3.31956 0.59614 -1.11883
H 3.23785 -1.04676 -0.48958
H -2.54567 -2.02719 0.70399
H -1.59449 -1.71950 -0.73573
H -3.39259 -1.10825 -0.64702
H 0.38753 0.98212 -1.03343


z) A structure of composition C5H9N2, computed with ωB97M-V/def2-TZVPD.

Output
- Molar mass: 97.14 g mol⁻¹
- Net charge: +1

Geometry (Å):
C 1.71145 1.13119 0.15778
C 2.52623 0.01929 0.03244
C 0.59287 0.17140 0.22323
C -1.35417 -1.30641 0.14529
C -1.49224 1.23014 -0.12711
N 1.45133 -0.95654 0.24335
N -0.78056 0.07903 0.12466
H 1.90656 2.20005 -0.05306
H 3.55177 -0.25053 -0.21152
H -2.50696 -1.11330 0.20383
H -1.05909 -1.83395 -0.72067
H -0.88362 -2.02975 0.88785
H -1.62060 1.30045 -1.25567
H -2.50887 1.20506 0.32334
H -0.85895 2.04622 0.20418
H 1.32486 -1.89235 -0.17791


Least stable structure: y)


w) The ion C5H9N2 with charge +1, computed with ωB97M-V/def2-TZVPD.

Output
- Structure (SMILES): C[N+]1(N2CC2)C=C1
- Molar mass: 97.14 g mol⁻¹
- Net charge: +1

Geometry (Å):
C 1.22072 -1.32885 0.15779
N 0.64914 0.08905 0.31581
N -0.70842 0.06453 0.74498
C -1.57305 -0.34226 -0.27990
C -1.62488 1.01115 0.18601
C 1.43398 1.28481 0.58988
C 1.19802 1.12675 -0.64602
H 0.45474 -1.96146 0.70450
H 1.14962 -1.46234 -0.86188
H 2.13439 -1.45287 0.58747
H -2.26724 -1.02748 0.16910
H -1.17490 -0.77569 -1.24500
H -1.21830 1.71786 -0.50257
H -2.22560 1.33899 1.00594
H 1.75245 1.84468 1.44274
H 1.29584 1.31136 -1.74127


x) A structure of composition C5H9N2, computed with ωB97M-V/def2-TZVPD.

Output
- Molar mass: 97.14 g mol⁻¹
- Net charge: +1

Geometry (Å):
C -0.73537 -0.05765 -1.58189
C -0.09434 -0.31167 0.21988
C -0.90163 0.49520 -2.85320
C 0.94301 -0.06185 2.43576
C 0.06541 -0.92242 1.51767
N -0.80560 -0.97289 -0.74776
N 0.43152 0.68994 -0.44653
H -0.36911 -0.22125 -3.65333
H -0.64383 1.52953 -3.00418
H -1.86955 0.48108 -3.17182
H 0.70058 -0.19671 3.52962
H 0.69322 0.93263 2.32723
H 1.94847 -0.04005 2.09533
H -0.82150 -1.17900 2.10762
H 0.69301 -1.75092 1.35484
H 0.76570 1.58604 -0.12924


Least stable structure: w)


w) A cluster of 2 separate species, C5H9N2 in total, computed with ωB97M-V/def2-TZVPD.

Output
- Molar mass: 97.14 g mol⁻¹
- Net charge: +1

Geometry (Å):
C -0.28930 -0.09312 -0.08687
C 2.34565 -0.29422 0.35843
C -1.25056 1.05780 -0.22788
C 2.40040 1.09543 0.23194
C -2.66209 -1.16946 -0.13052
N 2.57228 -1.44101 0.36013
N -1.51850 -0.34706 -0.14465
H -1.56499 1.61375 0.72379
H -1.46648 1.62542 -1.09963
H 3.37969 1.36655 -0.32513
H 1.58232 1.40914 -0.34226
H 2.30382 1.63245 1.11340
H -2.21864 -2.05816 0.12168
H -2.94786 -1.12494 -1.14893
H -3.58032 -0.93193 0.48877
H 2.91456 -2.34063 0.10771


x) The ion C5H9N2 with charge +1, computed with ωB97M-V/def2-TZVPD.

Output
- Molar mass: 97.14 g mol⁻¹
- Net charge: +1

Geometry (Å):
C 1.22950 -1.48639 -0.40309
C 0.87082 0.60250 0.45441
C 0.18296 -0.62394 0.14230
C 0.43154 1.85311 -0.37260
C -1.24257 -0.90028 0.34512
N 2.22645 0.43702 0.30941
N 2.66199 -0.65573 0.05987
H 1.10178 -2.59120 -0.20309
H 1.34108 -1.26411 -1.47532
H 0.42374 0.79694 1.52178
H 1.15761 2.61317 -0.10258
H -0.60178 2.21667 -0.31237
H 0.70655 1.65694 -1.46891
H -1.47440 -1.37196 -0.54386
H -2.04888 -0.18179 0.74000
H -1.19559 -1.83834 1.05557


Least stable structure: w)